Run a
ORCA calculation (ωB97M-V/def2-TZVPD) on a 10-piece molecular cluster, C48H80N4O20 overall.

## Properties
- 2S+1: 1
- SMILES: O=[N+]([O-])c1ccccc1.O=[N+]([O-])c1ccccc1.O=[N+]([O-])c1ccccc1.O=[N+]([O-])c1ccccc1.COCCOC.COCCOC.COCCOC.COCCOC.COCCOC.COCCOC
- Kohn-Sham gap: 0.3163 hartree

Positions of all 152 atoms, in Å:
C (-6.8912, -7.0116, 6.1183)
C (-8.1103, -7.6485, 6.3044)
C (-9.1978, -7.2590, 5.5214)
C (-9.0806, -6.1633, 4.6678)
C (-7.8517, -5.5666, 4.4743)
C (-6.7489, -5.9637, 5.2271)
N (-10.2916, -5.7586, 3.9307)
O (-11.3759, -6.1799, 4.2903)
O (-10.0785, -5.1468, 2.9076)
H (-6.0941, -7.2512, 6.8124)
H (-8.2577, -8.4439, 7.0200)
H (-10.1556, -7.7433, 5.6478)
H (-7.6417, -4.8395, 3.7037)
H (-5.7839, -5.5040, 5.0720)
C (-15.0271, -8.0025, 9.8118)
C (-14.1303, -7.0010, 9.3866)
C (-14.6863, -5.8236, 8.9281)
C (-16.0710, -5.6529, 8.8572)
C (-16.9332, -6.6528, 9.2806)
C (-16.3914, -7.8609, 9.7093)
N (-16.6030, -4.3733, 8.3568)
O (-17.7961, -4.3837, 8.0931)
O (-15.8843, -3.4144, 8.1883)
H (-14.6381, -8.9011, 10.2754)
H (-13.0514, -7.0340, 9.3885)
H (-14.0468, -4.9747, 8.7197)
H (-18.0050, -6.5469, 9.2015)
H (-17.1033, -8.5818, 10.0863)
C (-14.2457, -3.9495, 3.3993)
C (-15.4895, -3.8804, 2.8117)
C (-16.5894, -4.4977, 3.3798)
C (-16.4612, -5.1551, 4.5997)
C (-15.2091, -5.1447, 5.2506)
C (-14.1419, -4.5324, 4.6463)
N (-17.5834, -5.9441, 5.1236)
O (-18.6106, -6.0162, 4.4828)
O (-17.3981, -6.5494, 6.1603)
H (-13.4435, -3.4264, 2.8982)
H (-15.6014, -3.3134, 1.8959)
H (-17.5543, -4.5410, 2.8924)
H (-15.0632, -5.5451, 6.2434)
H (-13.2197, -4.4376, 5.2021)
C (-21.4468, -6.7192, 2.8897)
C (-22.1485, -5.5152, 2.9964)
C (-23.4129, -5.5160, 3.5249)
C (-24.0067, -6.7199, 3.9239)
C (-23.3398, -7.9136, 3.8014)
C (-22.0251, -7.9215, 3.2740)
N (-25.3245, -6.6922, 4.5578)
O (-25.7206, -7.7358, 5.0543)
O (-26.0195, -5.6961, 4.4833)
H (-20.4493, -6.7385, 2.4708)
H (-21.6123, -4.5822, 2.8861)
H (-23.9558, -4.5937, 3.6807)
H (-23.7042, -8.8941, 4.0678)
H (-21.5043, -8.8655, 3.2109)
C (-5.5407, -0.9009, 3.7975)
O (-6.8524, -0.7940, 4.2990)
C (-7.7013, -1.9062, 4.0505)
C (-8.9940, -1.6339, 4.7756)
O (-9.7237, -2.8370, 4.8374)
C (-10.7035, -2.9155, 5.8482)
H (-5.5191, -0.9632, 2.7064)
H (-5.0329, -1.7756, 4.2177)
H (-4.9779, -0.0255, 4.1138)
H (-7.2096, -2.7893, 4.4651)
H (-7.8714, -1.9465, 2.9707)
H (-9.6246, -0.9284, 4.2186)
H (-8.7773, -1.1044, 5.7100)
H (-10.2405, -2.7022, 6.8167)
H (-11.1832, -3.8911, 5.8498)
H (-11.4852, -2.1565, 5.7245)
C (-18.5956, -10.3568, 0.9554)
O (-19.1779, -10.5110, 2.2309)
C (-18.8758, -9.4441, 3.1079)
C (-17.4617, -9.4382, 3.6523)
O (-17.0188, -10.6506, 4.2233)
C (-17.8156, -11.1128, 5.2892)
H (-18.9613, -9.4871, 0.4005)
H (-18.7835, -11.2673, 0.3885)
H (-17.5114, -10.2474, 0.9924)
H (-19.5965, -9.5118, 3.9264)
H (-19.0610, -8.5025, 2.5760)
H (-17.3077, -8.6118, 4.3568)
H (-16.7832, -9.1907, 2.8314)
H (-18.6186, -11.7564, 4.9185)
H (-18.2866, -10.3307, 5.8947)
H (-17.1489, -11.6710, 5.9463)
C (-13.0691, 4.7651, 0.9364)
O (-12.8504, 3.3914, 1.1731)
C (-13.4780, 2.9489, 2.3646)
C (-13.2734, 1.4403, 2.4936)
O (-14.5103, 0.8742, 2.9059)
C (-14.6824, -0.4469, 2.4631)
H (-12.7000, 5.3227, 1.8025)
H (-14.1215, 4.9915, 0.7399)
H (-12.5089, 5.0514, 0.0480)
H (-14.5241, 3.2706, 2.3437)
H (-13.0538, 3.4966, 3.2173)
H (-12.4997, 1.2081, 3.2320)
H (-12.9497, 1.0223, 1.5381)
H (-14.9281, -0.6660, 1.4199)
H (-15.5274, -0.8855, 3.0028)
H (-13.8116, -1.0015, 2.8287)
C (-19.5547, -4.5796, 0.2740)
O (-18.2202, -4.9301, 0.4302)
C (-17.8640, -6.1542, -0.1555)
C (-16.6141, -6.6966, 0.5243)
O (-16.4034, -8.0795, 0.4765)
C (-16.3798, -8.6619, -0.8051)
H (-20.1565, -5.3420, 0.7892)
H (-19.8592, -4.6080, -0.7819)
H (-19.8121, -3.5930, 0.6537)
H (-17.7354, -5.9817, -1.2299)
H (-18.6716, -6.8901, -0.0312)
H (-16.5144, -6.3300, 1.5455)
H (-15.7087, -6.2513, 0.0812)
H (-17.3584, -8.5530, -1.2844)
H (-16.2482, -9.7280, -0.6273)
H (-15.6222, -8.3427, -1.5258)
C (-20.5249, -6.0158, 9.2654)
O (-20.1683, -7.3988, 9.1672)
C (-19.9213, -7.7808, 7.8061)
C (-21.0876, -7.6494, 6.8212)
O (-22.3867, -8.0027, 7.2425)
C (-22.5341, -9.3748, 7.5079)
H (-19.8455, -5.3608, 8.7111)
H (-20.5447, -5.7311, 10.3129)
H (-21.5089, -5.9316, 8.7975)
H (-19.5858, -8.8171, 7.7999)
H (-19.1141, -7.1191, 7.4864)
H (-20.8005, -8.1799, 5.9045)
H (-21.1461, -6.6111, 6.4857)
H (-23.4907, -9.4608, 8.0295)
H (-21.7972, -9.8569, 8.1535)
H (-22.6703, -9.9458, 6.5820)
C (-11.2176, -2.5419, 1.1664)
O (-12.0045, -1.5232, 0.5544)
C (-12.7709, -2.0131, -0.5525)
C (-11.9976, -2.0087, -1.8545)
O (-10.6952, -2.6070, -1.7704)
C (-10.1350, -2.7154, -3.0442)
H (-11.7877, -3.3874, 1.5559)
H (-10.7795, -2.0059, 2.0139)
H (-10.3569, -2.9325, 0.6222)
H (-13.5951, -1.2973, -0.5412)
H (-13.1270, -3.0158, -0.2946)
H (-11.7232, -1.0020, -2.1874)
H (-12.6069, -2.5252, -2.6044)
H (-9.1687, -3.2191, -2.9965)
H (-9.9089, -1.7597, -3.5340)
H (-10.7629, -3.2960, -3.7283)

***

Run b
ORCA calculation (ωB97M-V/def2-TZVPD) on a 10-piece molecular cluster, C48H80N4O20 overall.

## Properties
- 2S+1: 1
- SMILES: O=[N+]([O-])c1ccccc1.O=[N+]([O-])c1ccccc1.O=[N+]([O-])c1ccccc1.O=[N+]([O-])c1ccccc1.COCCOC.COCCOC.COCCOC.COCCOC.COCCOC.COCCOC
- Kohn-Sham gap: 0.3139 hartree

Positions of all 152 atoms, in Å:
C (-5.6956, 7.3435, -1.1711)
C (-6.7909, 6.4793, -1.1998)
C (-6.6519, 5.1700, -0.8307)
C (-5.4437, 4.7295, -0.3599)
C (-4.3552, 5.5545, -0.3520)
C (-4.4795, 6.8503, -0.7642)
N (-5.3386, 3.3592, 0.0596)
O (-6.2802, 2.6790, -0.0819)
O (-4.3112, 2.9846, 0.5251)
H (-5.8752, 8.3393, -1.5520)
H (-7.6757, 6.8361, -1.7155)
H (-7.5044, 4.5125, -0.9363)
H (-3.3902, 5.2002, -0.0127)
H (-3.5815, 7.4568, -0.7221)
C (0.4823, -4.7808, 1.7407)
C (0.0724, -3.6756, 1.0418)
C (-0.9106, -3.8224, 0.0697)
C (-1.5126, -5.0356, -0.1054)
C (-1.2016, -6.0932, 0.6943)
C (-0.1848, -5.9913, 1.6205)
N (-2.5424, -5.1692, -1.0871)
O (-2.6509, -4.2081, -1.8176)
O (-3.2241, -6.1810, -1.0678)
H (1.3090, -4.7301, 2.4485)
H (0.5500, -2.7138, 1.1574)
H (-1.1182, -2.9488, -0.5455)
H (-1.7050, -7.0396, 0.5068)
H (0.1009, -6.8358, 2.2236)
C (3.9398, -0.5270, -5.1239)
C (5.0645, -0.6222, -4.3276)
C (5.2095, 0.2164, -3.2448)
C (4.1366, 0.9911, -2.8740)
C (2.9645, 0.9953, -3.5711)
C (2.8492, 0.2247, -4.7016)
N (4.2410, 1.8219, -1.6777)
O (3.1956, 2.2149, -1.1933)
O (5.3244, 1.9862, -1.2047)
H (3.8812, -1.1261, -6.0296)
H (5.9257, -1.2217, -4.5981)
H (6.0736, 0.1800, -2.6012)
H (2.1139, 1.6010, -3.2911)
H (1.8918, 0.2111, -5.2016)
C (6.6664, -1.9998, 2.7868)
C (6.7176, -1.5546, 4.0950)
C (5.6521, -0.8785, 4.6350)
C (4.5198, -0.6644, 3.8769)
C (4.4119, -1.1860, 2.6103)
C (5.5134, -1.8094, 2.0392)
N (3.3636, -0.0736, 4.5024)
O (3.4603, 0.2813, 5.6409)
O (2.4303, 0.1192, 3.7736)
H (7.4710, -2.5707, 2.3409)
H (7.6027, -1.7814, 4.6728)
H (5.6581, -0.5836, 5.6783)
H (3.4712, -1.0980, 2.0741)
H (5.4408, -2.1615, 1.0158)
C (-8.3359, -2.3581, -3.8909)
O (-7.5558, -1.9001, -2.8390)
C (-8.1167, -2.1884, -1.5750)
C (-7.1307, -1.8836, -0.4772)
O (-5.9843, -2.6681, -0.6334)
C (-5.0686, -2.4378, 0.3880)
H (-9.2840, -1.8206, -4.0098)
H (-8.5473, -3.4363, -3.8005)
H (-7.7315, -2.2428, -4.7942)
H (-8.3343, -3.2791, -1.4861)
H (-9.0758, -1.6748, -1.3933)
H (-7.6249, -2.0154, 0.5050)
H (-6.8827, -0.7972, -0.4771)
H (-4.7741, -1.3799, 0.4415)
H (-4.1549, -3.0021, 0.1981)
H (-5.4127, -2.7146, 1.3986)
C (-2.4375, 0.3115, 0.7028)
O (-1.6146, -0.7137, 1.2234)
C (-0.5141, -0.2630, 1.9125)
C (0.6094, 0.1541, 1.0345)
O (1.0468, -1.0253, 0.4245)
C (2.2029, -0.8677, -0.3128)
H (-3.0433, 0.7021, 1.5557)
H (-3.2112, 0.0061, 0.0072)
H (-1.9651, 1.2329, 0.3401)
H (-0.1369, -1.0951, 2.5127)
H (-0.7606, 0.5259, 2.6345)
H (1.3918, 0.5934, 1.6656)
H (0.3150, 0.8769, 0.2607)
H (3.0016, -0.3600, 0.2552)
H (2.0311, -0.2464, -1.2149)
H (2.5774, -1.8275, -0.6634)
C (1.4723, 6.2525, -2.1765)
O (0.3789, 6.9500, -1.6450)
C (0.3382, 6.9331, -0.2448)
C (0.1697, 5.6004, 0.4558)
O (-1.0681, 4.9683, 0.2007)
C (-1.1183, 4.2510, -1.0100)
H (1.5255, 5.2164, -1.8117)
H (2.4044, 6.7830, -1.9734)
H (1.2864, 6.1172, -3.2470)
H (-0.5110, 7.5267, 0.1033)
H (1.2461, 7.4137, 0.1685)
H (0.2244, 5.8174, 1.5279)
H (1.0180, 4.9142, 0.2890)
H (-1.1592, 4.9654, -1.8347)
H (-2.0078, 3.6229, -1.0220)
H (-0.2592, 3.5787, -1.1350)
C (3.6679, -4.8597, 0.3734)
O (2.9864, -5.0001, -0.8206)
C (3.7053, -4.6650, -2.0100)
C (3.7611, -3.1670, -2.2467)
O (4.6013, -2.4568, -1.3857)
C (5.9232, -2.9431, -1.3432)
H (3.0794, -5.3727, 1.1317)
H (3.7268, -3.8060, 0.6817)
H (4.6753, -5.2828, 0.3310)
H (3.0494, -5.0732, -2.7786)
H (4.7071, -5.1006, -2.0248)
H (2.7380, -2.8097, -2.1617)
H (4.0923, -2.9906, -3.2878)
H (6.5940, -2.1464, -1.0095)
H (6.2826, -3.1894, -2.3638)
H (6.0458, -3.8113, -0.6925)
C (-1.9991, 3.1658, 5.3248)
O (-1.1198, 2.8971, 6.3670)
C (-0.2336, 1.8516, 6.0550)
C (0.5961, 1.4887, 7.2386)
O (1.3761, 2.5677, 7.5434)
C (2.1223, 2.3434, 8.6500)
H (-1.4693, 3.3463, 4.3817)
H (-2.5797, 4.0409, 5.5954)
H (-2.6937, 2.3199, 5.1774)
H (0.4154, 2.0483, 5.1888)
H (-0.8092, 0.9310, 5.7949)
H (1.2479, 0.6854, 6.8505)
H (0.0029, 1.1011, 8.0677)
H (1.5120, 2.2963, 9.5571)
H (2.8169, 3.1786, 8.7520)
H (2.7381, 1.4396, 8.5366)
C (-0.7308, 0.2817, -2.0691)
O (-0.7552, -0.5514, -3.1694)
C (0.4236, -1.3177, -3.2336)
C (0.2087, -2.4973, -4.1319)
O (-0.3009, -2.0483, -5.3991)
C (0.0541, -2.8991, -6.4551)
H (-0.5396, -0.2599, -1.1522)
H (-1.7073, 0.7658, -2.0425)
H (-0.0250, 1.1250, -2.2037)
H (0.6125, -1.7038, -2.2114)
H (1.2820, -0.7067, -3.5408)
H (-0.4383, -3.2861, -3.7287)
H (1.2008, -2.9630, -4.3151)
H (-0.3125, -2.4554, -7.3762)
H (-0.3803, -3.8939, -6.2859)
H (1.1490, -2.9869, -6.5657)

***

run b wins, 0.168 eV ahead of the next structure.

***

Run a
ORCA calculation (ωB97M-V/def2-TZVPD) on an isolated molecule of CHCl2NO.

## Properties
- 2S+1: 1
- SMILES: Cl/C=N/OCl
- Kohn-Sham gap: 0.3688 hartree

Positions of all 6 atoms, in Å:
C (-0.9288, 0.0656, -0.0188)
N (0.2300, 0.5413, -0.0740)
O (1.2850, -0.6763, 0.0357)
Cl (-2.2430, 1.1252, 0.0340)
Cl (2.8237, -0.0596, 0.0202)
H (-1.1670, -0.9961, 0.0030)

***

Run b
ORCA calculation (ωB97M-V/def2-TZVPD) on a 2-piece molecular cluster, CHCl2NO overall.

## Properties
- 2S+1: 1
- SMILES: N#CCl.OCl
- Kohn-Sham gap: 0.3876 hartree

Positions of all 6 atoms, in Å:
C (1.2639, 0.6582, -0.4204)
N (0.3176, 1.0673, -0.8371)
O (-1.6480, -0.3777, 0.8326)
Cl (2.6502, 0.1285, 0.2668)
Cl (-1.4309, -1.7201, -0.2407)
H (-1.1529, 0.2438, 0.3987)

***

run b wins, 1.149 eV ahead of the next structure.

***

Run a
ORCA calculation (ωB97M-V/def2-TZVPD) on an isolated molecule of C5H10N2O4.

## Properties
- 2S+1: 1
- SMILES: NCC(=O)N[C@@H](CO)C(=O)O
- Kohn-Sham gap: 0.3473 hartree

Positions of all 21 atoms, in Å:
C (-2.2036, 0.5916, 0.5245)
C (-1.2407, 1.2703, -0.4506)
C (0.7385, -0.4206, -0.4240)
C (0.7599, -0.9605, 1.0253)
C (2.1748, -0.0947, -0.7810)
H (-1.3362, 0.2350, 2.2494)
H (-2.9547, -0.0342, 2.0777)
H (-3.1431, 0.9961, 0.1301)
H (-2.1087, -0.3919, 0.0801)
H (0.5355, 1.5415, -1.2735)
H (0.5175, -1.1445, -1.0944)
H (2.4341, 0.8350, -0.2873)
H (2.8951, -0.9251, -0.3399)
H (1.6022, -0.1468, -2.5870)
H (0.9402, -2.6040, 0.1434)
N (-2.1894, 0.6094, 1.9375)
N (0.0591, 0.8251, -0.6812)
O (-1.6228, 2.2215, -1.1320)
O (0.6528, -0.1644, 1.9256)
O (2.4651, 0.0493, -2.1543)
O (1.0243, -2.2880, 1.1116)

***

Run b
ORCA calculation (ωB97M-V/def2-TZVPD) on a 2-piece molecular cluster, C5H10N2O4 overall.

## Properties
- 2S+1: 1
- Kohn-Sham gap: 0.3569 hartree

Positions of all 21 atoms, in Å:
C (-2.6723, 0.6482, 0.4029)
C (1.1554, 1.4474, -1.0354)
C (2.9844, -1.0763, 0.6200)
C (2.5904, 0.4339, 0.5532)
C (-2.5453, -0.6853, -0.3963)
N (-3.5563, -1.4096, -0.4077)
N (-1.4003, -0.8354, -1.0704)
O (-1.7926, 1.4493, 0.5188)
O (-3.8235, 0.7498, 0.9397)
O (1.4861, 2.5147, -0.2914)
O (1.7046, 0.3506, -0.6053)
H (2.1964, -1.7748, 0.3642)
H (3.7776, -1.3649, 0.0591)
H (3.2110, -1.2720, 1.7485)
H (3.3870, 1.0314, 0.4203)
H (1.8910, 0.9318, 1.1981)
H (-3.6166, -2.2785, -0.9288)
H (-4.3627, -0.1688, 0.7122)
H (1.0114, 3.1862, -0.6934)
H (-0.6566, -0.2027, -0.7579)
H (-0.9689, -1.6749, -1.3503)

***

run a wins, 1.257 eV ahead of the next structure.